The following is a quantum chemistry calculation of C30H38BBrClGeHfN5O4S2 as an isolated structure, from the OMol25 dataset.

Results
* HOMO: -13.5 eV
* net charge: +2
* LUMO: -5.620 eV
* multiplicity: 1
* HOMO-LUMO gap: 7.9 eV
* DFT total energy: -210094.834 eV
* relative energy (zero: lowest compared OMol25 entry of this formula, charge and spin): 0.00 kcal/mol

```
84
C30H38BBrClGeHfN5O4S2 ωB97M-V/def2-TZVPD
Hf -0.217 -0.337 -0.153
B -2.673 2.589 2.194
C -2.022 1.244 1.914
N -1.486 0.208 1.729
H -1.893 3.386 1.737
H -2.644 2.589 3.407
H -3.782 2.572 1.745
Ge -1.426 -1.543 2.820
C -0.358 -2.757 1.747
C -1.128 -3.790 1.183
C -0.529 -4.948 0.723
C 0.849 -5.094 0.821
C 1.626 -4.085 1.373
C 1.031 -2.926 1.844
C -0.826 -0.920 4.524
C -1.754 -0.251 5.325
C -1.383 0.231 6.569
C -0.084 0.044 7.022
C 0.845 -0.624 6.233
C 0.477 -1.104 4.987
H -2.896 -1.902 2.672
H -2.203 -3.682 1.099
H -1.131 -5.741 0.301
H 1.316 -6.009 0.481
H 2.697 -4.215 1.463
H 1.647 -2.156 2.286
H -2.775 -0.104 4.988
H -2.107 0.744 7.187
H 0.205 0.413 7.998
H 1.852 -0.779 6.597
H 1.209 -1.639 4.392
C -0.145 4.455 -4.107
C -0.314 4.048 -2.654
N 0.159 2.679 -2.401
C 1.355 2.218 -2.087
S 1.537 0.464 -2.026
N 2.447 2.934 -1.882
C 2.669 4.389 -1.860
C 4.157 4.661 -1.766
H -0.531 5.463 -4.261
H -0.693 3.780 -4.766
H 0.902 4.441 -4.412
H -1.367 4.050 -2.374
H 0.176 4.733 -1.971
H -0.523 1.951 -2.564
H 3.246 2.379 -1.608
H 2.149 4.819 -1.003
H 2.261 4.827 -2.769
H 4.569 4.260 -0.839
H 4.340 5.733 -1.772
H 4.690 4.223 -2.611
S 0.255 -2.483 -1.698
C 1.920 -2.878 -1.791
N 2.327 -3.930 -2.492
C 3.777 -4.122 -2.434
C 4.235 -2.879 -1.643
N 2.962 -2.285 -1.215
H 1.681 -4.539 -2.965
H 4.203 -4.154 -3.434
H 4.022 -5.050 -1.918
H 4.790 -2.178 -2.264
H 4.843 -3.142 -0.780
H 2.896 -1.356 -0.827
Cl 3.853 2.050 1.218
C 2.310 2.003 2.100
C 1.342 1.213 1.271
O 0.516 1.751 0.498
O 1.352 -0.070 1.330
H 1.950 3.016 2.247
H 2.480 1.504 3.050
Br -7.690 -0.842 -4.478
C -6.089 -0.720 -3.509
C -5.306 0.424 -3.628
C -4.128 0.511 -2.917
C -3.737 -0.541 -2.084
C -4.535 -1.682 -1.969
C -5.710 -1.774 -2.684
C -2.506 -0.451 -1.328
O -2.150 -1.336 -0.477
O -1.682 0.536 -1.467
H -5.626 1.231 -4.271
H -3.511 1.396 -2.992
H -4.224 -2.490 -1.321
H -6.337 -2.652 -2.608
```

Mulliken population analysis, charges in e, atoms 1 to 5:
1 Hf 1.020
2 B 0.504
3 C 0.268
4 N -0.897
5 H -0.081